(1)
18
Properties=species:S:1:pos:R:3:lowdin_charge:R:1 method="wB97M-V/def2-TZVPD" e_above_lowest_kj_mol=422.1 mol_weight_g_mol=123.16 total_energy_ev=-10833.2516
N 0.189 -1.028 1.781 0.06
N 1.324 2.056 -0.145 0.08
N 0.459 -1.237 -1.357 0.06
C 0.191 1.275 -0.730 -0.19
C -0.027 0.368 1.525 -0.23
C -0.842 -0.695 0.821 -0.24
C -0.781 -1.026 -0.631 -0.22
C 0.921 0.835 0.480 -0.31
C -0.222 0.031 -1.571 -0.20
H -1.830 -0.815 1.238 0.13
H -0.718 1.831 -0.454 0.14
H -0.320 1.119 2.326 0.17
H -1.659 -1.577 -0.963 0.14
H 2.248 1.865 -0.569 0.11
H -0.236 -1.334 2.674 0.11
H -0.684 0.213 -2.554 0.13
H 0.356 -1.918 -2.144 0.12
H 1.631 0.037 0.272 0.14

(2)
18
Properties=species:S:1:pos:R:3:lowdin_charge:R:1 method="wB97M-V/def2-TZVPD" e_above_lowest_kj_mol=352.5 mol_weight_g_mol=123.16 total_energy_ev=-10833.9734
N -0.065 -0.942 -1.164 -0.21
N 0.505 4.273 1.179 0.05
N -1.544 0.933 3.408 0.05
C -0.617 1.469 2.922 -0.39
C -0.066 0.361 -1.181 0.18
C -1.330 -1.679 -1.148 0.00
C 1.200 -1.678 -1.158 0.00
C 0.470 3.239 1.738 -0.39
C 0.518 1.998 2.340 -0.25
H -1.915 -1.420 -0.253 0.12
H 1.799 -1.425 -2.044 0.11
H 1.454 1.437 2.361 0.06
H 0.890 0.889 -1.206 0.12
H -1.934 -1.429 -2.032 0.11
H -1.025 0.884 -1.196 0.13
H 0.962 -2.743 -1.157 0.09
H 1.790 -1.422 -0.266 0.11
H -1.092 -2.744 -1.145 0.09

(3)
18
Properties=species:S:1:pos:R:3:lowdin_charge:R:1 method="wB97M-V/def2-TZVPD" e_above_lowest_kj_mol=562.2 mol_weight_g_mol=123.16 total_energy_ev=-10831.7996 smiles="C=NN[C@]1(C)C[C@H]1C#N"
N 3.337 -1.586 -0.183 0.13
N -0.784 0.365 -0.677 -0.10
N -1.325 -0.894 -0.788 -0.05
C 1.316 0.013 -0.754 -0.29
C -2.565 -1.007 -0.286 -0.03
C -0.011 -0.004 1.437 -0.05
C 1.277 1.436 -0.478 -0.03
C 2.308 -0.871 -0.271 -0.12
C 0.380 0.582 0.187 -0.52
H -0.688 0.598 2.076 0.08
H -1.645 0.885 -0.568 0.10
H -2.889 -2.105 -0.085 0.09
H 2.196 1.939 -0.046 0.15
H 0.977 -0.123 -1.714 0.13
H -3.235 -0.204 0.046 0.06
H 0.783 2.043 -1.327 0.16
H 0.963 0.060 2.247 0.15
H -0.394 -1.127 1.184 0.14

(4)
20
Properties=species:S:1:pos:R:3:lowdin_charge:R:1 method="wB97M-V/def2-TZVPD" e_above_lowest_kj_mol=89.4 mol_weight_g_mol=155.16 total_energy_ev=-14933.2642 smiles="N[C@@H](Cc1c[nH]cn1)C(=O)O"
O 2.163 2.139 -0.047 0.10
O 1.732 0.500 1.279 0.10
N 1.535 -1.405 -0.703 0.04
N -1.245 0.896 0.884 0.09
N -2.421 -0.942 1.221 0.04
C -0.157 0.374 -1.370 -0.12
C -1.159 0.046 -0.299 -0.27
C 1.347 0.045 -1.104 -0.25
C -1.941 0.217 1.796 -0.17
C 1.734 0.885 0.162 -0.53
C -1.903 -1.038 -0.050 -0.08
H -0.423 -0.087 -2.362 0.13
H -2.976 -1.625 1.681 0.13
H -2.195 0.571 2.805 0.12
H 1.540 -1.449 0.345 0.08
H 2.536 -1.557 -0.891 0.07
H 2.297 2.526 0.840 0.13
H -2.097 -1.916 -0.645 0.12
H 1.862 0.363 -2.003 0.14
H -0.229 1.455 -1.539 0.11

HOMO-LUMO gap readings, ordered: 9.75 4.09 9.54 9.76 eV
LUMO energy readings, ordered: 0.95 -2.14 0.58 0.90 eV